{"formula": "C20H51BeN3O6", "method": "ωB97M-V with the def2-TZVPD basis set", "symbols": ["Be", "C", "C", "C", "O", "H", "H", "H", "H", "H", "H", "H", "C", "C", "C", "O", "H", "H", "H", "H", "H", "H", "H", "C", "O", "C", "C", "N", "C", "C", "O", "C", "H", "H", "H", "H", "H", "H", "H", "H", "H", "H", "H", "H", "H", "H", "H", "C", "C", "C", "O", "C", "N", "H", "H", "H", "H", "H", "H", "H", "H", "H", "H", "H", "C", "C", "C", "O", "C", "N", "H", "H", "H", "H", "H", "H", "H", "H", "H", "H", "H"], "positions_angstrom": [[-0.508, 0.051, 0.907], [-1.546, 5.857, -2.662], [-2.687, 4.910, -2.739], [-3.603, 5.060, -4.040], [-2.122, 3.689, -2.417], [-1.037, 5.944, -1.701], [-1.905, 6.849, -2.937], [-0.813, 5.712, -3.455], [-3.341, 5.093, -1.887], [-4.181, 5.976, -3.916], [-4.358, 4.290, -4.191], [-2.995, 5.122, -4.942], [-0.623, -6.465, -0.886], [-1.974, -5.801, -0.914], [-2.942, -6.572, -0.009], [-1.912, -4.424, -0.624], [0.071, -6.097, -1.642], [-0.624, -7.478, -1.286], [-0.070, -6.446, 0.054], [-2.374, -5.988, -1.911], [-2.676, -6.350, 1.024], [-3.017, -7.647, -0.169], [-3.941, -6.158, -0.145], [2.682, -2.234, 1.890], [1.352, -2.171, 2.456], [1.116, -2.972, 3.656], [-0.297, -2.751, 4.155], [-0.544, -1.328, 4.330], [-1.861, -1.103, 4.975], [-3.100, -1.481, 4.083], [-3.056, -0.845, 2.772], [-4.213, -1.197, 2.046], [2.730, -1.377, 1.219], [2.818, -3.141, 1.301], [3.445, -2.204, 2.669], [1.886, -2.712, 4.381], [1.293, -4.026, 3.440], [-0.266, -3.278, 5.109], [-1.020, -3.260, 3.517], [0.150, -1.095, 5.025], [-1.869, -0.062, 5.300], [-1.993, -1.626, 5.923], [-3.922, -1.065, 4.665], [-3.206, -2.560, 3.966], [-4.075, -0.587, 1.154], [-5.160, -0.970, 2.536], [-4.253, -2.232, 1.707], [3.258, 4.562, 3.744], [1.978, 3.748, 3.486], [0.696, 4.521, 3.792], [-0.483, 3.855, 3.342], [-1.611, 4.574, 3.638], [2.092, 3.268, 2.074], [3.619, 4.538, 4.773], [3.274, 5.579, 3.353], [4.117, 4.039, 3.323], [1.899, 2.866, 4.121], [0.687, 5.526, 3.370], [0.663, 4.744, 4.858], [-2.457, 3.966, 3.319], [-1.684, 5.461, 3.009], [-1.771, 4.724, 4.706], [1.832, 4.023, 1.456], [3.084, 3.130, 1.943], [3.499, 0.660, -5.263], [2.695, -0.676, -5.274], [3.508, -1.950, -5.574], [4.181, -1.975, -6.902], [3.347, -1.838, -8.004], [2.022, -0.818, -3.999], [2.836, 1.470, -4.959], [3.906, 0.964, -6.227], [4.260, 0.676, -4.482], [1.955, -0.692, -6.074], [2.930, -2.873, -5.518], [4.204, -2.096, -4.748], [2.400, -2.359, -7.858], [3.794, -2.119, -8.958], [3.026, -0.797, -8.045], [1.344, -1.552, -4.149], [1.435, 0.001, -4.058]], "relative_energy_kj_mol": 1061.05, "energy_ha": -1422.49588, "gap_ev": 1.86}

{"formula": "C20H52BN8O18", "method": "ωB97M-V with the def2-TZVPD basis set", "symbols": ["O", "C", "O", "B", "O", "C", "O", "O", "C", "O", "C", "O", "O", "C", "O", "H", "H", "H", "H", "C", "O", "H", "H", "H", "H", "C", "O", "H", "H", "H", "H", "C", "O", "N", "N", "H", "H", "H", "H", "C", "O", "N", "N", "H", "H", "H", "H", "C", "O", "N", "N", "H", "H", "H", "H", "C", "O", "N", "N", "H", "H", "H", "H", "C", "C", "C", "O", "H", "H", "H", "H", "H", "H", "H", "H", "C", "C", "C", "O", "H", "H", "H", "H", "H", "H", "H", "H", "C", "C", "C", "O", "H", "H", "H", "H", "H", "H", "H", "H"], "positions_angstrom": [[1.097, -1.035, 2.419], [0.571, -0.468, 1.515], [0.050, -0.938, 0.448], [-0.498, 0.149, -0.370], [-0.272, 1.391, 0.446], [0.486, 1.077, 1.498], [1.016, 1.795, 2.322], [-1.955, -0.047, -0.638], [-2.198, 0.269, -1.889], [-3.299, 0.411, -2.439], [-0.817, 0.290, -2.585], [0.135, 0.215, -1.691], [-0.703, 0.428, -3.804], [-3.590, -1.155, -5.755], [-4.374, -2.306, -5.572], [-2.661, -1.390, -6.276], [-4.230, -0.447, -6.281], [-3.350, -0.610, -4.842], [-3.855, -2.817, -4.946], [4.062, 3.214, 2.474], [4.314, 4.009, 3.618], [4.121, 2.148, 2.696], [3.097, 3.488, 2.048], [4.860, 3.378, 1.750], [3.921, 4.826, 3.303], [1.981, 3.795, -0.515], [2.531, 5.030, -0.956], [1.722, 3.820, 0.543], [1.059, 3.534, -1.036], [2.698, 2.985, -0.650], [1.897, 5.738, -0.821], [-1.342, 2.248, 4.897], [-2.333, 2.359, 5.600], [-0.941, 2.998, 3.937], [-0.476, 1.283, 5.004], [-1.233, 3.964, 3.882], [-0.245, 2.632, 3.303], [-0.630, 0.597, 5.729], [0.327, 1.273, 4.391], [-2.940, 2.580, -5.967], [-3.188, 3.247, -6.927], [-1.758, 2.054, -5.797], [-3.700, 2.356, -4.978], [-1.665, 1.315, -5.116], [-1.041, 2.284, -6.471], [-3.452, 1.596, -4.361], [-4.334, 3.070, -4.647], [3.701, -3.365, -0.526], [3.070, -3.928, -1.375], [3.167, -2.901, 0.564], [4.995, -3.137, -0.587], [2.163, -2.791, 0.546], [3.771, -2.348, 1.155], [5.474, -3.496, -1.400], [5.478, -2.641, 0.149], [2.766, 2.501, -4.618], [3.337, 1.866, -3.770], [3.315, 3.381, -5.390], [1.494, 2.341, -4.883], [2.759, 4.002, -5.960], [4.283, 3.560, -5.163], [1.106, 2.771, -5.710], [0.917, 1.798, -4.257], [-2.398, -0.850, 3.260], [-3.110, -2.206, 3.117], [-2.206, -3.109, 2.267], [-3.182, -2.778, 4.305], [-1.391, -0.970, 3.661], [-3.011, -0.191, 3.875], [-2.397, -0.385, 2.275], [-4.076, -2.107, 2.623], [-1.278, -3.189, 2.834], [-1.978, -2.664, 1.298], [-2.623, -4.108, 2.140], [-3.447, -3.692, 4.176], [-1.615, -3.385, -2.998], [-2.970, -3.862, -2.701], [-3.857, -2.763, -2.226], [-3.502, -4.514, -3.895], [-1.069, -2.761, -2.290], [-1.709, -2.689, -3.831], [-0.889, -4.104, -3.378], [-2.862, -4.619, -1.924], [-3.450, -2.259, -1.349], [-4.841, -3.172, -1.998], [-4.019, -2.048, -3.033], [-2.854, -5.124, -4.253], [2.041, -1.574, 5.522], [3.048, -0.823, 6.359], [3.417, 0.555, 5.799], [2.447, -0.625, 7.616], [1.102, -1.021, 5.530], [1.866, -2.597, 5.854], [2.437, -1.643, 4.509], [3.990, -1.360, 6.470], [3.770, 0.429, 4.776], [4.227, 0.996, 6.381], [2.591, 1.265, 5.762], [3.139, -0.294, 8.193]], "total_charge": -1, "energy_ha": -2610.83675, "gap_ev": 9.31}

{"formula": "C20H52NO2P2RuSi4Te", "method": "ωB97M-V with the def2-TZVPD basis set", "symbols": ["C", "C", "N", "C", "C", "C", "C", "P", "Ru", "P", "C", "O", "O", "H", "H", "H", "C", "C", "H", "H", "H", "H", "C", "C", "H", "H", "H", "H", "H", "H", "H", "H", "H", "H", "H", "H", "H", "H", "H", "H", "H", "H", "C", "Si", "C", "C", "Si", "Te", "Si", "C", "C", "C", "Si", "C", "C", "C", "H", "H", "H", "H", "H", "H", "H", "H", "H", "H", "H", "H", "H", "H", "H", "H", "H", "H", "H", "H", "H", "H", "H", "H", "H", "H", "H"], "positions_angstrom": [[-0.760, 0.968, -6.433], [-0.889, 0.562, -5.050], [0.093, 0.936, -4.130], [0.912, 1.945, -4.466], [0.907, 2.540, -5.725], [0.107, 2.000, -6.731], [-1.977, -0.147, -4.552], [-2.045, -0.533, -2.804], [-0.019, 0.251, -2.031], [2.006, 1.339, -1.956], [1.772, 2.496, -3.349], [-0.364, -3.832, -6.502], [0.584, -4.851, -2.941], [-1.476, 0.578, -7.174], [1.547, 3.418, -5.874], [0.124, 2.458, -7.713], [-3.382, 0.601, -2.249], [-2.688, -2.216, -2.451], [2.757, 2.814, -3.700], [1.295, 3.375, -2.895], [-1.290, -3.716, -6.171], [-2.547, -0.702, -5.295], [2.105, 2.217, -0.384], [3.607, 0.518, -2.259], [1.048, -0.845, -2.561], [1.462, -4.515, -2.629], [0.362, -4.101, -3.522], [0.010, -2.925, -6.652], [-0.844, 0.663, -0.471], [1.473, -0.622, -1.774], [-4.301, 0.359, -2.806], [-3.555, 0.543, -1.163], [-3.033, 1.607, -2.524], [-3.478, -2.520, -3.157], [-1.875, -2.959, -2.498], [-3.133, -2.267, -1.443], [4.400, 1.278, -2.262], [3.821, -0.222, -1.474], [3.599, 0.015, -3.236], [2.982, 2.885, -0.412], [1.178, 2.801, -0.251], [2.195, 1.490, 0.445], [-3.385, -0.058, 2.767], [-1.941, -1.191, 3.227], [-1.861, -1.432, 5.104], [-2.208, -2.896, 2.458], [-0.009, -0.091, 2.526], [-0.318, -1.055, 0.177], [-0.038, 2.121, 3.283], [-0.647, 2.082, 5.074], [1.679, 2.898, 3.256], [-1.230, 3.139, 2.235], [1.861, -1.152, 3.391], [1.915, -0.870, 5.264], [1.781, -3.009, 3.046], [3.426, -0.439, 2.599], [-4.311, -0.586, 3.051], [-3.415, 0.142, 1.685], [-3.346, 0.903, 3.302], [-2.787, -1.960, 5.385], [-1.003, -2.056, 5.397], [-1.816, -0.480, 5.652], [-2.284, -2.861, 1.360], [-1.402, -3.593, 2.725], [-3.157, -3.286, 2.860], [0.006, 1.482, 5.724], [-0.640, 3.121, 5.444], [-1.674, 1.697, 5.157], [2.020, 3.109, 2.232], [1.620, 3.853, 3.802], [2.431, 2.271, 3.754], [-0.886, 3.209, 1.194], [-2.246, 2.719, 2.236], [-1.275, 4.158, 2.651], [1.045, -1.307, 5.774], [2.824, -1.363, 5.649], [1.972, 0.200, 5.516], [1.772, -3.215, 1.965], [2.678, -3.478, 3.485], [0.891, -3.472, 3.498], [3.407, -0.566, 1.506], [3.567, 0.627, 2.827], [4.293, -0.997, 2.992]], "total_charge": 1, "multiplicity": 5, "energy_ha": -3201.76743, "gap_ev": [4.08, 5.84]}

{"formula": "C20H53AsN4O3PtSSbSi3", "method": "ωB97M-V with the def2-TZVPD basis set", "symbols": ["Pt", "C", "N", "C", "S", "N", "C", "H", "H", "H", "H", "H", "H", "H", "H", "C", "C", "As", "C", "C", "C", "C", "H", "H", "H", "H", "H", "H", "H", "H", "H", "H", "H", "H", "H", "H", "H", "O", "N", "O", "O", "C", "C", "N", "H", "H", "H", "C", "Si", "C", "C", "Sb", "Si", "C", "C", "C", "Si", "C", "C", "C", "H", "H", "H", "H", "H", "H", "H", "H", "H", "H", "H", "H", "H", "H", "H", "H", "H", "H", "H", "H", "H", "H", "H", "H", "H", "H", "H"], "positions_angstrom": [[0.415, 1.321, -0.485], [-0.840, 1.150, 4.749], [-0.877, 2.323, 3.879], [-0.811, 2.305, 2.546], [-0.806, 0.854, 1.644], [-0.776, 3.482, 1.913], [-0.925, 4.775, 2.550], [-0.227, 1.372, 5.620], [-0.406, 0.317, 4.208], [-1.840, 0.868, 5.077], [-0.996, 3.215, 4.331], [-0.782, 3.417, 0.907], [-1.895, 4.875, 3.044], [-0.850, 5.546, 1.788], [-0.133, 4.952, 3.284], [2.583, 2.453, 3.041], [2.565, 3.445, 1.874], [2.427, 2.518, 0.164], [3.105, 3.793, -1.157], [3.979, 4.924, -0.618], [3.864, 1.209, 0.311], [5.252, 1.791, 0.556], [2.429, 2.972, 3.988], [3.542, 1.939, 3.103], [1.807, 1.692, 2.934], [3.471, 4.049, 1.866], [1.719, 4.124, 1.951], [2.240, 4.201, -1.675], [3.654, 3.189, -1.882], [3.405, 5.603, 0.016], [4.376, 5.509, -1.449], [4.825, 4.555, -0.038], [3.847, 0.641, -0.617], [3.575, 0.514, 1.098], [5.592, 2.384, -0.294], [5.971, 0.983, 0.700], [5.287, 2.423, 1.445], [-0.725, -0.770, -0.983], [0.248, -1.625, -0.921], [0.182, -2.642, -1.604], [1.257, -1.345, -0.238], [3.035, -1.416, -2.997], [2.341, -0.171, -2.702], [1.789, 0.813, -2.480], [3.235, -1.481, -4.066], [2.410, -2.254, -2.685], [3.975, -1.459, -2.448], [-0.470, 5.169, -1.404], [-0.813, 4.229, -2.995], [-2.065, 5.164, -4.021], [0.720, 3.924, -4.023], [-1.558, 1.905, -2.155], [-1.889, 0.309, -4.186], [-0.241, -0.069, -4.978], [-2.742, -1.265, -3.687], [-2.934, 1.335, -5.352], [-3.937, 2.221, -1.193], [-4.845, 0.605, -1.390], [-4.754, 3.558, -2.217], [-3.871, 2.752, 0.596], [0.005, 6.138, -1.592], [0.183, 4.585, -0.750], [-1.415, 5.356, -0.880], [-1.575, 6.041, -4.461], [-2.915, 5.514, -3.433], [-2.447, 4.549, -4.841], [1.328, 4.830, -4.112], [0.427, 3.620, -5.033], [1.331, 3.129, -3.593], [0.215, -0.934, -4.484], [0.454, 0.771, -4.923], [-0.396, -0.323, -6.032], [-2.309, -1.653, -2.763], [-2.597, -2.018, -4.469], [-3.815, -1.126, -3.543], [-2.419, 2.253, -5.652], [-3.892, 1.610, -4.898], [-3.147, 0.758, -6.259], [-5.066, 0.415, -2.444], [-5.794, 0.632, -0.847], [-4.254, -0.231, -1.007], [-4.617, 3.385, -3.289], [-4.356, 4.548, -1.978], [-5.831, 3.570, -2.014], [-3.308, 2.035, 1.197], [-4.890, 2.806, 0.992], [-3.414, 3.741, 0.701]], "total_charge": 1, "multiplicity": 3, "relative_energy_kj_mol": 10.86, "energy_ha": -5100.38535, "gap_ev": [7.93, 7.11]}

{"formula": "C20H53F2FeO7", "method": "ωB97M-V with the def2-TZVPD basis set", "symbols": ["Fe", "C", "C", "O", "H", "H", "H", "H", "H", "F", "F", "C", "C", "C", "O", "H", "H", "H", "H", "H", "H", "H", "H", "C", "C", "C", "O", "H", "H", "H", "H", "H", "H", "H", "H", "C", "C", "C", "O", "H", "H", "H", "H", "H", "H", "H", "H", "C", "C", "C", "O", "H", "H", "H", "H", "H", "H", "H", "H", "C", "C", "C", "O", "H", "H", "H", "H", "H", "H", "H", "H", "C", "C", "C", "O", "H", "H", "H", "H", "H", "H", "H", "H"], "positions_angstrom": [[1.304, -1.035, 0.640], [0.928, -0.710, 4.890], [0.096, -1.373, 3.734], [0.687, -1.448, 2.465], [0.357, -0.975, 5.780], [0.854, 0.376, 4.950], [1.936, -1.080, 5.076], [-0.837, -0.849, 3.525], [-0.336, -2.331, 4.022], [-0.410, -0.043, 0.124], [3.053, -1.939, 0.841], [-4.302, -2.821, 1.427], [-3.503, -2.172, 0.317], [-3.958, -0.830, 0.118], [-2.179, -2.190, 0.654], [-4.127, -2.234, 2.329], [-3.776, -3.753, 1.637], [-5.368, -2.948, 1.238], [-3.602, -2.679, -0.643], [-3.915, -0.251, 1.041], [-4.985, -0.989, -0.209], [-3.496, -0.308, -0.720], [-1.816, -1.332, 0.424], [0.333, -5.159, 0.252], [0.461, -4.004, -0.776], [-0.697, -3.934, -1.763], [0.398, -2.751, -0.109], [1.197, -5.279, 0.905], [0.470, -6.107, -0.269], [-0.626, -5.130, 0.770], [1.423, -3.965, -1.287], [-1.582, -4.152, -1.166], [-0.645, -4.773, -2.457], [-0.953, -2.954, -2.166], [-0.406, -2.869, 0.401], [2.309, -1.046, -3.661], [2.785, -1.259, -2.172], [4.166, -0.566, -1.984], [1.894, -0.608, -1.350], [1.282, -1.356, -3.854], [2.920, -1.516, -4.432], [2.332, 0.017, -3.900], [2.983, -2.292, -1.886], [4.778, -0.847, -2.842], [4.810, -0.756, -1.126], [4.172, 0.524, -2.018], [1.667, 0.115, -1.940], [0.985, 3.032, -3.830], [-0.056, 2.506, -2.804], [-0.951, 1.335, -3.169], [0.807, 2.010, -1.805], [0.639, 3.687, -4.629], [1.507, 2.188, -4.281], [1.807, 3.616, -3.418], [-0.572, 3.315, -2.287], [-0.383, 0.405, -3.196], [-1.465, 1.421, -4.127], [-1.706, 1.150, -2.405], [0.202, 1.662, -1.145], [-2.813, 4.398, 0.764], [-1.921, 3.160, 0.999], [-2.246, 2.386, 2.290], [-2.207, 2.406, -0.131], [-2.707, 5.160, 1.536], [-3.864, 4.185, 0.572], [-2.564, 4.810, -0.214], [-0.876, 3.446, 0.880], [-1.647, 1.479, 2.210], [-3.307, 2.198, 2.451], [-1.952, 2.998, 3.143], [-1.755, 1.559, -0.120], [1.660, 2.669, 2.554], [2.036, 2.252, 1.123], [3.291, 2.992, 0.643], [2.215, 0.789, 1.177], [0.648, 2.426, 2.880], [1.662, 3.749, 2.702], [2.334, 2.157, 3.240], [1.229, 2.666, 0.518], [4.038, 2.964, 1.436], [3.053, 4.042, 0.473], [3.680, 2.686, -0.328], [3.123, 0.676, 1.466]], "multiplicity": 6, "relative_energy_kj_mol": 0.00, "energy_ha": -2783.90364, "gap_ev": [9.46, 7.86]}